# 1
Computed, not measured: a structure of composition C9H15N2S at a distorted geometry, with the ωB97M-V functional and the def2-TZVPD basis.

The geometry in XYZ format:
```
27
Properties=species:S:1:pos:R:3:forces:R:3:mulliken_charge:R:1
H 2.45038 0.65096 -1.79339 0.09 -0.02 -0.12 0.355
H 1.08335 1.07562 2.13089 0.07 0.07 0.03 0.503
C -1.75776 2.34711 -0.20136 3.97 -0.88 -0.49 -0.587
S -4.13660 0.58985 0.01030 0.80 0.24 -0.10 -0.136
H -0.65975 0.97200 1.90751 -0.06 0.00 0.08 0.376
N -1.91938 -0.10561 -0.27407 -0.86 -0.56 0.22 0.216
H -0.49019 -1.56860 0.01541 -0.01 0.12 -0.04 0.441
C 0.50677 0.34934 0.17826 -0.05 -0.60 0.38 1.404
C 2.83980 0.28683 -0.84565 0.12 0.09 -0.08 -0.973
H -4.38123 -2.39585 -0.09617 0.02 -0.01 -0.01 0.390
H 0.43272 1.72263 -1.56247 0.20 0.02 -0.20 0.455
H 0.28984 -0.49841 2.16088 0.03 -0.11 0.02 0.407
H 0.97855 2.50729 0.00301 0.15 0.13 0.05 0.464
H -2.80661 -2.67577 0.66365 0.03 0.03 0.04 0.339
C -3.31684 -2.18779 -0.16925 -0.07 -0.36 -0.03 -1.127
H 3.57970 -0.48190 -1.05816 0.06 0.07 -0.10 0.354
C -0.57605 -0.58273 -0.44805 0.98 -0.08 -0.22 -0.986
C 0.28591 0.48262 1.68990 -0.05 0.06 -0.24 -1.730
H 2.16534 -0.71604 0.78140 -0.19 0.07 -0.04 0.296
H -0.35551 -0.68745 -1.51606 -0.05 -0.01 0.10 0.317
C -2.36906 1.22290 -0.18217 -1.65 0.04 0.13 0.177
H 3.34316 1.10973 -0.32993 0.01 0.08 -0.04 0.319
N 1.78081 -0.33880 -0.07667 -0.17 -0.36 0.26 -0.337
H -2.92887 -2.62433 -1.09209 -0.01 0.01 -0.01 0.339
C 0.49870 1.67906 -0.48905 -3.41 1.10 0.37 -1.336
H -1.97680 3.38436 -0.13766 -0.34 0.38 0.05 0.434
C -3.07153 -0.74698 -0.15122 0.38 0.46 -0.02 0.624
```
Positions in Å, forces in eV/Å.

Its electronic energy is -859.246655 Eh. The value obtained for the strongest force on any atom is 4.1 eV/A. As for the highest occupied orbital energy: -12.34 eV. The molecular weight is 183.30 g mol⁻¹. For the energy relative to the best compared isomer or geometry (same formula, charge and spin), the calculation gives 323.6 kJ/mol. The HOMO-LUMO gap comes out at 0.3024 Eh. The charge is +1.


# 2
Computed, not measured: a cluster of 2 separate species, C9H15N4 in total at a distorted geometry, with the ωB97M-V functional and the def2-TZVPD basis.

The geometry in XYZ format:
```
28
Properties=species:S:1:pos:R:3:forces:R:3:mulliken_charge:R:1
H -4.30769 -1.12678 0.31306 2.25 0.95 0.29 0.353
H 0.30999 2.89971 -1.26347 0.70 0.55 0.51 0.373
H 4.12122 0.52855 0.27061 -0.35 0.44 0.26 0.251
C 4.50759 -0.31119 -0.25446 0.83 0.40 0.91 -0.853
H 1.71087 -3.06442 -0.33681 0.49 0.65 -0.28 0.347
N 1.06727 0.69794 0.34707 -0.46 0.57 -0.12 -0.452
H 0.54441 -3.12021 -1.69473 -0.04 0.01 0.67 0.304
C -2.17977 -1.68085 -0.08658 -1.44 -2.39 0.15 0.169
C -0.25667 1.28185 0.28719 1.51 1.35 0.02 0.664
N -0.98696 -1.10063 -0.07104 -1.13 1.50 0.50 0.043
C 0.70157 -2.82104 -0.63783 0.23 0.53 -1.27 -1.186
H 0.26904 3.03315 1.40736 0.88 0.60 -0.58 0.434
H -0.42473 1.94823 2.46182 0.49 -1.34 0.50 0.400
H 3.97631 -0.72249 -1.05016 -0.66 -0.62 -1.09 0.291
H -1.39247 2.71317 1.41156 -0.73 0.51 -0.60 0.453
H 0.15212 -3.40939 0.03924 -1.25 -1.05 0.53 0.385
N -1.22033 0.16975 0.32911 -0.31 1.74 0.00 0.161
C -0.41963 2.17212 -1.00500 -1.49 -3.18 0.11 -1.184
H 5.49747 -0.63353 -0.00117 0.21 -0.22 -0.07 0.306
C -3.19252 -0.82363 0.32690 -1.14 -1.12 -0.90 -1.000
H -2.89343 1.42726 0.76585 0.73 -2.25 -0.31 0.316
H -1.43437 2.55856 -0.89404 0.21 0.39 -0.48 0.348
N 1.18611 -0.46507 -0.15310 2.29 -0.96 -0.09 0.004
H -0.41604 1.38857 -1.77419 -0.15 0.57 -0.51 0.347
C 0.32304 -1.40280 -0.38014 0.76 -0.36 0.17 0.627
C -2.50986 0.36304 0.52723 -1.83 2.20 0.66 0.293
C -0.43415 2.23997 1.43199 -0.88 0.12 1.10 -1.601
H -2.29836 -2.73985 -0.31629 0.29 0.39 -0.06 0.407
```
Positions in Å, forces in eV/Å.

Its electronic energy is -570.501585 Eh. The value obtained for the strongest force on any atom is 3.5 eV/A. As for the highest occupied orbital energy (alpha / beta): -10.83 / -12.76 eV. The molecular weight is 179.25 g mol⁻¹. For the energy relative to the best compared isomer or geometry (same formula, charge and spin), the calculation gives 546.1 kJ/mol. The HOMO-LUMO gap (alpha / beta) comes out at 0.1873 / 0.3216 Eh. The charge is +1.


# 3
Computed, not measured: the ion C9H15N4O with charge +1 at a distorted geometry, with the ωB97M-V functional and the def2-TZVPD basis.

The geometry in XYZ format:
```
29
Properties=species:S:1:pos:R:3:forces:R:3:mulliken_charge:R:1
H 1.34304 4.49200 1.49113 0.95 -1.57 -1.84 0.299
H -2.79803 -3.10598 -0.07570 -0.51 2.63 0.66 0.330
N 1.31950 0.21710 0.28535 -2.57 -1.52 2.07 0.129
N 2.37991 -0.98595 -1.35281 0.57 -0.18 -1.46 -0.357
C -2.44618 -2.06402 0.36170 1.93 -2.40 0.35 -0.448
H 2.50635 -1.86857 -1.89812 -0.24 1.38 0.80 0.291
C 0.32934 0.33800 1.39257 0.81 2.59 0.69 0.488
H 2.69105 -0.09172 -1.73542 0.36 -1.02 -0.41 0.136
H -2.43951 -0.82912 -2.08243 0.76 -1.24 0.18 0.261
H 2.77221 3.99575 0.33167 -0.87 -0.66 0.67 0.342
C -1.79480 -2.47869 1.71157 -0.62 -0.38 -2.33 -0.535
H -0.22633 -2.18011 3.03058 -0.71 0.67 -1.50 0.213
C 0.47486 1.77232 1.75669 -1.66 0.55 0.12 -1.094
H -2.19785 -2.72924 -2.03760 1.09 2.20 -0.79 0.248
C -0.76851 -1.74304 2.09773 1.50 -2.23 4.29 -0.172
N -0.39619 -0.44764 1.98560 -0.85 -0.27 -0.72 -0.190
H 1.10281 3.99569 -0.27512 0.46 0.50 0.56 0.318
H 2.46133 1.45122 -0.71816 -1.31 1.13 2.12 0.235
C -1.68395 -1.67070 -1.89373 -3.85 -1.24 1.67 -0.699
H -3.06658 -1.17830 0.59173 -0.40 -0.70 -1.05 0.282
N 1.81953 1.42266 0.13638 5.08 0.01 -5.94 -0.282
C 1.71581 3.76614 0.63504 -1.03 3.34 0.05 -1.179
H -2.04383 -3.48922 2.13933 0.58 1.40 -0.40 0.332
C 1.30039 2.41313 0.87737 -1.00 -2.01 2.82 0.798
O -1.30412 -1.71144 -0.52590 -0.86 0.49 0.86 -0.211
H -0.27572 2.16349 2.48757 1.24 -0.13 -0.77 0.364
H 0.88435 -1.72653 0.05167 1.14 1.13 -1.09 0.368
C 1.52336 -0.86908 -0.37378 -1.53 -2.35 1.59 0.474
H -0.83918 -1.44550 -2.45563 1.54 -0.15 -1.19 0.259
```
Positions in Å, forces in eV/Å.

Its electronic energy is -645.788605 Eh. The value obtained for the strongest force on any atom is 7.8 eV/A. As for the highest occupied orbital energy: -11.72 eV. The molecular weight is 195.25 g mol⁻¹. For the energy relative to the best compared isomer or geometry (same formula, charge and spin), the calculation gives 355.0 kJ/mol. The HOMO-LUMO gap comes out at 0.2991 Eh. The charge is +1.